{
  "formula": "C10H24N2Si",
  "method": "wB97M-V/def2-TZVPD",
  "symbols": ["Si", "N", "N", "C", "C", "C", "C", "C", "C", "C", "C", "C", "C", "H", "H", "H", "H", "H", "H", "H", "H", "H", "H", "H", "H", "H", "H", "H", "H", "H", "H", "H", "H", "H", "H", "H", "H"],
  "coordinates": [[-0.5225, -0.6745, 0.1783], [-0.6142, -1.6004, 1.6917], [-1.3812, 0.8473, 0.1990], [-0.1473, -2.9922, 1.8144], [-2.9840, 2.5001, -0.3849], [2.7823, -0.9303, -0.4929], [-0.3449, -1.0961, -2.6324], [-2.8188, 1.0974, 0.0391], [-1.2483, -0.9709, 2.7842], [-0.4960, -1.7555, -1.4099], [1.6393, 1.3017, -1.0084], [1.8441, 0.2212, 0.0049], [2.8386, 2.2149, -0.9863], [-0.9549, 1.7319, 0.6090], [3.0349, 2.5234, -0.0175], [-0.3451, -0.0141, -2.6756], [2.8529, -2.0282, -0.1638], [-1.5958, -0.0140, 2.4616], [1.4620, 0.8035, -1.9882], [2.6096, -1.1687, -1.5738], [0.6737, 1.8291, -0.8448], [-3.3692, 0.8128, 0.9460], [-0.0484, -1.6339, -3.5117], [-2.5393, 2.7384, -1.3999], [-2.4572, 3.0802, 0.3072], [0.5548, -3.1317, 0.9718], [-3.1441, 0.4029, -0.7755], [-0.3272, -2.7828, -1.4131], [0.3681, -2.9439, 2.7683], [2.8071, 3.1523, -1.5061], [-2.1622, -1.5046, 3.1432], [-0.6496, -0.9444, 3.7776], [-1.0338, -3.5801, 1.9348], [-3.9766, 2.8546, -0.2798], [2.1373, 0.4984, 1.0189], [3.7831, 1.7039, -1.2298], [3.7728, -0.5477, -0.3555]],
  "de_lowest_ev": 2.530,
  "energy_ev": -21614.54983
}